Entry 1:
The following is a DFT calculation (ωB97M-V with the def2-TZVPD basis set) of a single C4H8N2O molecule.

```
! RIJCOSX wB97M-V def2-TZVPD def2/J DEFGRID3
* xyz 0 1
H 2.12684 -1.35779 -1.89119
N 1.96087 -1.00449 -0.93528
C 0.71912 -0.75166 -0.70376
C -0.62212 -1.57184 -1.12443
C 0.35639 0.43079 0.15560
O 1.41233 1.17630 0.51204
N -0.84449 0.53323 0.58348
C -1.09375 1.57449 1.57030
H -1.41100 -1.68513 -0.38002
H -0.29449 -2.58413 -1.36357
H -0.98987 -1.07979 -2.02530
H 2.20652 0.78500 0.08966
H -0.36341 1.55877 2.38621
H -1.08509 2.56630 1.10753
H -2.07784 1.40993 2.01873
*
```

The energy above the lowest of the compared OMol25 structures with the same formula, charge and spin is 2.235 eV. For the HOMO-LUMO gap, the calculation gives 9.83 eV. The largest force on an atom is 0.0532 hartree/bohr. The highest occupied orbital energy is -9.60 eV. As for the LUMO energy: 0.228 eV. Its calculated total energy is -9304.158 eV. The SMILES is [H]/N=C(C)/C(O)=N/C.


Entry 2:
The following is a DFT calculation (ωB97M-V with the def2-TZVPD basis set) of a single C6H8O2 molecule.

```
! RIJCOSX wB97M-V def2-TZVPD def2/J DEFGRID3
* xyz 0 1
O -1.66710 2.36467 1.54861
C -0.62287 2.04737 0.58980
C -0.90636 0.96525 -0.33189
C -0.10606 -0.08922 -0.38988
C -0.22476 -1.28272 -1.26829
C 0.76020 -2.07326 -0.97443
C 1.58239 -1.45464 0.17349
O 0.89649 -0.27517 0.53397
H -1.81373 1.52581 2.09624
H -0.52844 3.05626 0.15712
H 0.13969 1.80337 1.29888
H -1.83568 1.13267 -0.95905
H -1.07692 -1.34813 -2.05347
H 1.10519 -3.08053 -1.32172
H 2.65843 -1.25996 -0.11171
H 1.63950 -2.03179 1.01235
*
```

The energy above the lowest of the compared OMol25 structures with the same formula, charge and spin is 2.423 eV. For the HOMO-LUMO gap, the calculation gives 9.25 eV. The largest force on an atom is 0.0717 hartree/bohr. The highest occupied orbital energy is -8.41 eV. As for the LUMO energy: 0.832 eV. Its calculated total energy is -10444.304 eV. The SMILES is OC/C=C1/C=CCO1.


Entry 3:
The following is a DFT calculation (ωB97M-V with the def2-TZVPD basis set) of 7 unconnected molecules or ions with the total composition C11H32F3N5O13S.

```
! RIJCOSX wB97M-V def2-TZVPD def2/J DEFGRID3
* xyz -2 1
N 0.00148 -0.72926 -0.31147
H 0.90933 -0.29835 -0.53295
H 0.00008 -1.02623 0.69057
H -0.33816 -1.48727 -0.92112
H -0.72971 0.01271 -0.42527
C -2.36673 -2.68779 3.39166
F -3.18147 -1.85716 2.73964
F -2.13428 -2.18056 4.60621
F -3.01736 -3.85024 3.53707
S -0.79486 -2.94664 2.45477
O -0.21336 -1.61202 2.32884
O -0.02069 -3.85073 3.28004
O -1.25675 -3.48463 1.19555
N 3.50128 1.13472 -0.95861
O 4.58923 1.09379 -0.37700
O 2.60015 0.30949 -0.66741
O 3.27112 2.01504 -1.81871
N -0.65111 -1.91950 -3.84044
O -1.37948 -0.94096 -4.12947
O -0.50488 -2.23388 -2.63203
O -0.06386 -2.55718 -4.72889
C 2.54586 -3.89295 1.22792
C 3.92585 -3.39428 0.90099
O 4.80338 -4.49265 0.56951
O 2.55255 -4.60834 2.46064
H 2.16136 -4.49615 0.40354
H 1.96702 -2.98071 1.40833
H 4.35731 -2.89848 1.77809
H 3.90219 -2.66465 0.08747
H 5.54110 -4.16858 0.04942
H 1.73357 -4.37258 2.92511
C 2.40570 4.62115 2.27145
C 2.36696 3.60589 1.13886
C 1.05344 2.85196 1.10373
O 0.74310 2.39363 2.41320
C -0.49805 1.74171 2.45937
N 2.54356 4.32593 -0.14655
H 2.20865 4.13405 3.22881
H 1.63884 5.39380 2.15574
H 3.38360 5.09930 2.36944
H 3.20979 2.92267 1.29888
H 1.12041 1.97879 0.44988
H 0.29036 3.57192 0.77402
H -1.31447 2.46279 2.29184
H -0.62970 1.36544 3.47493
H -0.55821 0.90538 1.75767
H 3.34051 4.93341 0.01129
H 2.82677 3.63218 -0.84807
C -3.44931 -0.46559 -1.07409
C -2.77842 0.62261 -1.90850
C -3.77613 1.58753 -2.51786
O -4.58999 1.06404 -3.53762
C -3.89284 0.30598 -4.51508
N -1.81000 1.33848 -1.03740
H -3.73649 -0.02971 -0.11212
H -2.76788 -1.29817 -0.91207
H -4.35303 -0.82903 -1.56522
H -2.18216 0.16464 -2.70271
H -3.23281 2.47720 -2.89230
H -4.44687 2.01549 -1.76109
H -3.02243 0.83987 -4.90186
H -4.61866 0.08704 -5.29947
H -3.57655 -0.66717 -4.12773
H -1.27017 1.97180 -1.62507
H -2.33765 1.94099 -0.40632
*
```

For the HOMO-LUMO gap, the calculation gives 8.25 eV. The largest force on an atom is 0.0256 hartree/bohr. The highest occupied orbital energy is -3.79 eV. As for the LUMO energy: 4.455 eV. Its calculated total energy is -64977.924 eV.


Entry 4:
The following is a DFT calculation (ωB97M-V with the def2-TZVPD basis set) of 2 unconnected molecules or ions with the total composition C2H7N4OS.

```
! RIJCOSX wB97M-V def2-TZVPD def2/J DEFGRID3
* xyz 1 1
C 2.51930 -1.24724 0.06169
C 1.94892 0.79897 0.01772
N 2.98311 -0.01042 0.14295
N 1.18777 -1.22585 -0.01091
N 0.36788 -2.28592 -0.11287
N 0.78890 0.12713 -0.12534
O 1.85636 2.07830 -0.12638
S -2.13689 1.61212 0.00255
H 2.99366 -2.17930 0.42308
H -2.38167 2.29774 1.08631
H -0.01684 -2.67018 0.81365
H -0.32368 -2.22806 -0.80967
H -0.11563 0.44315 -0.37435
H 2.83323 2.33024 -0.17684
H -3.25759 1.78048 -0.52331
*
```

The energy above the lowest of the compared OMol25 structures with the same formula, charge and spin is 0.519 eV. For the HOMO-LUMO gap, the calculation gives 9.62 eV. The largest force on an atom is 0.0738 hartree/bohr. The highest occupied orbital energy is -13.56 eV. As for the LUMO energy: -3.939 eV. Its calculated total energy is -21022.029 eV.


Entry 5:
The following is a DFT calculation (ωB97M-V with the def2-TZVPD basis set) of a single C13H18N2O5 molecule.

```
! RIJCOSX wB97M-V def2-TZVPD def2/J DEFGRID3
* xyz 0 1
C -4.87622 -1.32764 0.81429
C -3.76968 -1.11393 -0.24309
O -4.26392 -0.49065 -1.42732
C -2.51033 -0.39761 0.26019
N -2.77215 1.11749 0.29954
C -1.37650 -0.63838 -0.72281
O -1.76621 -1.19418 -1.87023
N -0.15600 -0.11236 -0.55329
C 0.15895 1.05941 0.34588
C 1.42927 0.87114 1.32883
C 2.50502 0.18968 0.50848
C 2.70978 -1.13623 0.54439
C 3.85166 -1.70220 0.00874
C 4.78419 -0.93477 -0.55411
O 6.01848 -1.57512 -0.91018
C 4.70954 0.49246 -0.64197
C 3.48924 0.99966 -0.14514
C 0.23762 2.44316 -0.48920
O 1.06926 3.30204 -0.33848
O -0.72530 2.48540 -1.37717
H -5.42111 -0.37425 1.07383
H -4.56480 -1.48908 1.88843
H -5.65791 -2.10021 0.64410
H -3.29366 -2.10323 -0.27644
H -3.55654 -0.70058 -2.01493
H -2.15512 -0.77433 1.28275
H -3.39411 1.30439 1.11020
H -3.21696 0.82197 -0.53696
H 0.52351 -0.22662 -1.33481
H -0.90350 1.23116 0.87534
H 1.12220 0.47626 2.30322
H 1.73787 1.87888 1.48184
H 1.97987 -1.64399 1.18323
H 3.98481 -2.87454 -0.04293
H 6.76032 -1.10539 -0.35732
H 5.53643 1.06544 -0.96009
H 3.33957 2.08925 -0.23089
H -1.56756 2.18749 -0.92591
*
```

The energy above the lowest of the compared OMol25 structures with the same formula, charge and spin is 4.293 eV. For the HOMO-LUMO gap, the calculation gives 9.38 eV. The largest force on an atom is 0.1098 hartree/bohr. The highest occupied orbital energy is -9.06 eV. As for the LUMO energy: 0.318 eV. Its calculated total energy is -26987.932 eV. The SMILES is C[C@@H](O)[C@H](N)C(=O)N[C@@H](Cc1ccc(O)cc1)C(=O)O.


Entry 6:
The following is a DFT calculation (ωB97M-V with the def2-TZVPD basis set) of a molecular structure, C33H31N4O2OsTe.

```
! RIJCOSX wB97M-V def2-TZVPD def2/J DEFGRID3
* xyz 2 6
Os 0.43655 0.47872 0.53718
N -0.65871 -0.32883 2.32962
C -1.58977 0.67785 2.82206
C -2.49517 0.42983 3.81258
C -3.34523 1.45626 4.27594
C -3.25598 2.71253 3.75019
C -2.32814 2.99241 2.71871
C -2.17904 4.27492 2.14565
C -1.26030 4.47397 1.15167
C -0.50069 3.39019 0.70263
N -0.61441 2.17373 1.21023
C -1.50391 1.95788 2.23774
H 0.03117 -0.55181 3.04785
H -1.13328 -1.20563 2.12184
H -2.55442 -0.55605 4.25800
H -4.05400 1.24005 5.06266
H -3.88808 3.51110 4.11613
H -2.79007 5.09214 2.50857
H -1.11099 5.44631 0.70530
H 0.22140 3.50442 -0.09553
O 2.64368 -3.11418 -0.05705
C 1.93483 -2.20426 0.06440
N 1.17096 -1.27710 0.17263
C -1.32716 3.58328 -9.02497
C -0.81574 2.97174 -7.75757
C -1.50613 1.92855 -7.13573
C -1.06826 1.35499 -5.95759
C -1.85069 0.20344 -5.38340
C 0.11528 1.86452 -5.37739
Te 0.80877 1.19940 -3.54542
N 1.47714 1.40813 -0.67861
C 2.50165 1.88433 0.08301
O 2.38769 1.71797 1.32478
C 3.64156 2.58788 -0.52706
C 4.14230 2.16861 -1.75891
C 5.22276 2.82665 -2.32168
C 5.78860 3.91318 -1.66515
C 5.29365 4.32689 -0.43539
C 4.22877 3.65667 0.14428
C -1.01984 1.15264 -2.49483
C -1.38235 -0.05432 -1.89740
C -2.51285 -0.11749 -1.09397
C -3.27499 1.02791 -0.89550
C -2.90647 2.21963 -1.49960
C -1.76925 2.31461 -2.30437
C -1.41397 3.63060 -2.94558
C 0.86208 2.88481 -6.00891
C 2.15203 3.43407 -5.45548
C 0.36976 3.42325 -7.18375
H -2.10618 2.97415 -9.47780
H -0.52108 3.71470 -9.74639
H -1.74510 4.57170 -8.82188
H -2.40053 1.53623 -7.60492
H -2.33138 -0.35425 -6.18520
H -2.63503 0.55048 -4.70809
H -1.21740 -0.49862 -4.83923
H 3.72183 1.29348 -2.23951
H 5.63727 2.48541 -3.26104
H 6.63053 4.42926 -2.10674
H 5.74835 5.16343 0.07720
H 3.85045 3.95012 1.11498
H -0.81558 -0.95905 -2.09144
H -2.81334 -1.06362 -0.66161
H -4.16826 0.98677 -0.28556
H -3.51327 3.10505 -1.35157
H -1.96693 4.44769 -2.48560
H -1.65441 3.62154 -4.01044
H -0.34588 3.84980 -2.85703
H 2.64192 2.76810 -4.74169
H 1.98756 4.38827 -4.95044
H 2.86001 3.61158 -6.26348
H 0.93107 4.20982 -7.67475
*
```

The energy above the lowest of the compared OMol25 structures with the same formula, charge and spin is 0.000 eV. For the HOMO-LUMO gap (alpha / beta), the calculation gives 7.75 / 5.69 eV. The largest force on an atom is 0.0124 hartree/bohr. The highest occupied orbital energy (alpha / beta) is -13.87 / -14.10 eV. As for the LUMO energy (alpha / beta): -6.126 / -8.411 eV. Its calculated total energy is -54524.397 eV.


Entry 7:
The following is a DFT calculation (ωB97M-V with the def2-TZVPD basis set) of a gas-phase ion, C8H9N2O2 (charge +1).

```
! RIJCOSX wB97M-V def2-TZVPD def2/J DEFGRID3
* xyz 1 1
C -3.60216 -0.75622 0.23751
C -2.32735 -0.80071 0.86203
C -3.53132 0.22521 -0.70568
C -1.52953 0.12070 0.16865
C 1.87104 0.32473 0.98307
C 0.63209 1.55383 -0.22961
C 3.02124 -0.42786 -0.00747
C -0.15785 0.50313 0.35896
N 0.66900 -0.23537 1.07162
N 2.49037 -0.68794 -1.29492
O 1.82264 1.54024 0.25585
O -2.30747 0.77147 -0.76792
H -4.51869 -1.03434 0.67013
H -2.17393 -1.65126 1.47292
H -4.27918 0.48127 -1.40255
H 2.33430 0.32173 2.07385
H 0.20121 2.20337 -1.01101
H 3.91214 0.22937 -0.00635
H 3.17114 -1.48763 0.53692
H 2.48686 0.12570 -1.95437
H 1.81544 -1.31941 -1.31160
*
```

The energy above the lowest of the compared OMol25 structures with the same formula, charge and spin is 3.878 eV. For the HOMO-LUMO gap, the calculation gives 6.53 eV. The largest force on an atom is 0.1328 hartree/bohr. The highest occupied orbital energy is -12.47 eV. As for the LUMO energy: -5.937 eV. Its calculated total energy is -15506.763 eV.